Record 1
{
  "formula": "C5H11N",
  "method": "ωB97M-V/def2-TZVPD",
  "elements": ["C", "C", "C", "N", "C", "C", "H", "H", "H", "H", "H", "H", "H", "H", "H", "H", "H"],
  "coordinates": [[-1.6235, -1.1132, 0.0974], [-0.6151, -0.0020, 0.3769], [-0.8180, 1.1705, -0.5861], [0.7292, -0.5976, 0.4038], [1.7088, -0.2770, -0.6181], [1.8489, 0.2404, 0.7655], [-1.4663, -1.5358, -0.9021], [-1.5082, -1.9184, 0.8285], [-2.6496, -0.7317, 0.1512], [-0.7861, 0.3626, 1.3990], [-0.7767, 0.8379, -1.6304], [-0.0709, 1.9608, -0.4460], [-1.8049, 1.6142, -0.4191], [1.4572, 0.4528, -1.3868], [2.3210, -1.1091, -0.9603], [2.5651, -0.2012, 1.4559], [1.6727, 1.3076, 0.9157]],
  "e_tot_ha": -251.81593,
  "relative_energy_ev": 1.268,
  "max_force_ev_per_a": 0.3,
  "e_lumo_ev": 1.186,
  "orbital_gap_ev": 10.15
}

---

Record 2
{
  "formula": "C5H11N",
  "method": "ωB97M-V/def2-TZVPD",
  "elements": ["C", "C", "C", "C", "N", "C", "H", "H", "H", "H", "H", "H", "H", "H", "H", "H", "H"],
  "coordinates": [[1.8948, -0.7096, 0.6338], [0.5346, -0.8795, 0.0222], [-1.3278, -0.0016, -0.0440], [-1.6743, 0.2922, 1.3864], [-0.1034, 0.1567, -0.5961], [0.2390, 0.8751, -1.8099], [2.4140, 0.1318, 0.1540], [2.4939, -1.6137, 0.4732], [1.8954, -0.5056, 1.7160], [0.1339, -1.8798, -0.1109], [-2.1726, -0.1350, -0.7332], [-2.4194, 1.1021, 1.4528], [-2.1157, -0.5825, 1.8817], [-0.7842, 0.5842, 1.9532], [1.2955, 0.7020, -2.0373], [0.0629, 1.9492, -1.6868], [-0.3666, 0.5140, -2.6549]],
  "e_tot_ha": -251.73926,
  "relative_energy_ev": 3.354,
  "max_force_ev_per_a": 0.2,
  "e_lumo_ev": 1.082,
  "orbital_gap_ev": 8.11
}

---

Record 3
{
  "formula": "C5H11N",
  "method": "ωB97M-V/def2-TZVPD",
  "elements": ["C", "C", "C", "C", "C", "N", "H", "H", "H", "H", "H", "H", "H", "H", "H", "H", "H"],
  "coordinates": [[1.3122, -1.8034, -0.7428], [1.1689, -0.8231, 0.4253], [0.8701, 0.5952, -0.0933], [-0.6180, 0.8972, -0.3399], [-2.5191, 1.2305, 0.9329], [-1.4172, 0.6249, 0.8956], [1.9908, -2.6151, -0.4621], [0.3680, -2.2588, -1.0389], [1.7955, -1.3377, -1.6002], [0.3202, -1.0109, 1.0825], [2.0919, -0.8463, 0.9967], [1.1359, 1.3521, 0.6561], [1.3901, 0.8325, -1.0227], [-1.0156, 0.1881, -1.0712], [-0.7579, 1.9385, -0.6201], [-2.9166, 1.9743, 0.2315], [-3.1992, 1.0620, 1.7706]],
  "e_tot_ha": -251.82426,
  "relative_energy_ev": 1.041,
  "max_force_ev_per_a": 1.6,
  "e_lumo_ev": 1.206,
  "orbital_gap_ev": 10.98
}

---

Record 4
{
  "formula": "C5H11N",
  "method": "ωB97M-V/def2-TZVPD",
  "elements": ["C", "C", "C", "C", "C", "N", "H", "H", "H", "H", "H", "H", "H", "H", "H", "H", "H"],
  "coordinates": [[0.2963, 1.0489, -1.8348], [-0.1020, -0.1887, -0.9603], [-0.1038, -0.0069, 0.6431], [-0.5426, -1.0465, 1.3702], [-1.1587, -1.0521, 2.6642], [1.7696, 1.2494, -2.0828], [-0.0902, 0.6420, -2.7774], [-0.1942, 2.0489, -1.5979], [-0.9217, -0.7391, -1.3880], [0.8159, -0.7776, -1.0371], [0.2234, 0.9431, 1.2481], [-0.2814, -2.0092, 0.9450], [-2.1281, -1.2612, 2.3073], [-0.7452, -1.9512, 3.2636], [-0.9760, -0.2132, 3.3036], [1.9857, 1.9033, -2.8752], [2.1532, 1.4101, -1.1917]],
  "e_tot_ha": -251.76004,
  "relative_energy_ev": 2.789,
  "max_force_ev_per_a": 4.7,
  "e_lumo_ev": 1.213,
  "orbital_gap_ev": 9.70
}